The following is a quantum chemistry calculation of a molecular structure, C20H23O5PdS2 in a non-equilibrium geometry, from the Open Molecules 2025 dataset.

Each line ends with the natural charge from an NBO analysis.
Positions of all 51 atoms, in Å:
1 Pd 0.9158 0.0378 -0.3571  0.909
2 C 4.8072 -1.2323 1.0523  -0.812
3 S 4.3098 -0.3647 -0.4195  1.308
4 C 4.0912 -1.7304 -1.5403  -0.817
5 O 2.8891 0.1903 -0.0941  -0.960
6 H 4.0054 -1.8904 1.3848  0.234
7 H 5.0465 -0.4859 1.8065  0.284
8 H 5.7035 -1.8051 0.8107  0.282
9 H 5.0822 -2.1361 -1.7477  0.293
10 H 3.6741 -1.3414 -2.4672  0.263
11 H 3.4541 -2.4890 -1.0856  0.230
12 C -1.6279 6.8870 0.4839  -0.663
13 C -1.6566 5.4302 0.1758  0.178
14 C -2.6212 4.9026 -0.6712  -0.246
15 C -2.6858 3.5490 -0.9523  0.146
16 C -3.7758 3.0650 -1.8755  -0.667
17 C -1.7118 2.6704 -0.3538  -0.208
18 C -1.8430 1.3068 -0.6168  0.421
19 O -0.9800 0.3800 -0.4941  -0.670
20 C -0.7125 3.2139 0.5300  0.067
21 C 0.3052 2.3621 1.2464  -0.652
22 C -0.7074 4.5634 0.7647  -0.231
23 H -2.1615 7.4678 -0.2648  0.249
24 H -0.6044 7.2538 0.5589  0.249
25 H -2.1100 7.0622 1.4504  0.269
26 H -3.3391 5.5701 -1.1319  0.246
27 H -4.0164 3.8414 -2.5984  0.264
28 H -4.6879 2.8852 -1.3011  0.262
29 H -3.5377 2.1583 -2.4239  0.218
30 H -2.8037 0.9457 -0.9798  0.207
31 H -0.0983 1.3860 1.5176  0.193
32 H 0.6289 2.8506 2.1635  0.273
33 H 1.2069 2.2311 0.6291  0.213
34 H 0.0359 4.9853 1.4319  0.236
35 O 0.9765 0.7023 -3.5594  -0.317
36 C 0.9686 0.2673 -2.5286  0.523
37 O -0.9437 -8.0552 0.9632  -0.587
38 C -1.0344 -7.0238 0.1580  0.722
39 O -1.5434 -7.0355 -0.9268  -0.407
40 C -0.5804 -5.6357 0.5663  0.195
41 C -0.7898 -5.1229 1.8666  -0.284
42 C -0.4793 -3.8266 2.1197  0.054
43 C 0.0604 -2.9598 1.0471  -0.241
44 S 0.3208 -1.4192 1.4639  0.469
45 C 0.2599 -3.5373 -0.2782  -0.129
46 C -0.0663 -4.8256 -0.5023  -0.174
47 H -0.4468 -7.9223 1.7834  0.515
48 H -1.2150 -5.7451 2.6448  0.284
49 H -0.6308 -3.3937 3.1015  0.263
50 H 0.6448 -2.9066 -1.0711  0.249
51 H 0.0241 -5.2806 -1.4795  0.296

Force components x, y, z for each atom (eV/Å):
0.5964 0.3051 -0.6841
-0.0253 -0.0286 -0.0334
-0.2175 0.1444 0.0694
-0.0450 0.0149 0.0272
0.2590 -0.3342 -0.1138
0.0152 -0.0271 -0.0141
-0.0160 0.0045 0.0200
0.0360 0.0150 0.0164
0.0103 -0.0212 -0.0047
0.0101 -0.0094 -0.0095
0.0037 -0.0088 -0.0279
0.0463 0.0359 -0.0272
0.2326 -0.0585 0.1299
-0.0775 -0.3009 -0.1776
0.0030 -0.1202 0.1683
0.0098 0.0654 0.1752
-0.0858 0.5413 0.0874
0.4148 0.5951 -0.0304
-1.1685 -1.4745 -0.0791
0.0176 0.0956 -0.2448
-0.0673 0.0995 -0.1668
-0.1064 -0.0515 -0.0217
-0.0160 -0.0049 0.0113
-0.0106 0.0009 0.0330
0.0170 -0.0077 0.0016
0.0051 -0.0156 -0.0035
0.0221 -0.0106 -0.0317
-0.0116 -0.0211 0.0286
0.0314 0.0575 -0.0773
0.0249 -0.1042 -0.0605
-0.1188 0.0840 0.2084
0.0602 -0.0349 -0.0075
0.0420 0.0801 0.0310
-0.0565 -0.0054 0.0183
-0.0702 -0.5672 0.4580
0.2458 1.0089 0.0171
-0.0586 0.0440 -0.1410
0.0949 0.0345 -0.0017
-0.0937 -0.0602 0.1770
0.1316 -0.0778 -0.0487
-0.1421 0.0705 -0.0395
0.0251 0.1103 -0.1886
-0.2337 -0.5784 -0.0545
0.1765 0.4331 0.3943
0.0076 0.0877 0.1243
0.0128 -0.0294 0.0682
0.0277 0.0195 -0.0277
0.0142 -0.0125 -0.0057
0.0383 0.0280 0.0019
-0.0221 -0.0075 0.0657
0.0112 -0.0036 -0.0094

highest occupied orbital energy (spin up / spin down): -16.9 / -16.9 eV
HOMO-LUMO gap (spin up / spin down): 3.45 / 3.45 eV
total charge: +3
calculated total energy: -56469.7274 eV
relative energy (zero: lowest compared OMol25 entry of this formula, charge and spin): 0.886 eV
multiplicity: 1

---

The following is a quantum chemistry calculation of a molecular structure, C20H24As2N2PtSe2 in a non-equilibrium geometry, from the Open Molecules 2025 dataset.

Each line ends with the natural charge from an NBO analysis.
Positions of all 51 atoms, in Å:
1 Pt 0.5379 0.2996 0.0963  0.226
2 Se 1.6350 2.7275 -0.6622  0.316
3 Se 2.6561 1.6229 1.1668  0.300
4 C 3.6761 0.4798 -0.0037  0.011
5 C 5.0489 0.3576 0.0681  -0.238
6 C 5.6576 -0.5196 -0.8250  -0.117
7 C 4.8736 -1.1816 -1.7563  -0.225
8 C 3.5016 -0.9664 -1.7528  0.055
9 N 2.9044 -0.1637 -0.8751  -0.527
10 C 0.3884 3.7297 0.4205  0.005
11 C 0.2482 5.0909 0.2138  -0.243
12 C -0.6345 5.7784 1.0397  -0.129
13 C -1.2874 5.0855 2.0437  -0.221
14 C -1.0706 3.7184 2.1599  0.050
15 N -0.2708 3.0382 1.3418  -0.492
16 H 5.6238 0.9233 0.7872  0.256
17 H 6.7291 -0.6632 -0.8015  0.254
18 H 5.3109 -1.8479 -2.4858  0.254
19 H 2.8616 -1.4387 -2.4881  0.218
20 H 0.8197 5.6030 -0.5478  0.249
21 H -0.7816 6.8425 0.9152  0.252
22 H -1.9498 5.5891 2.7330  0.251
23 H -1.5592 3.1456 2.9384  0.212
24 C -2.5124 1.5939 -1.3672  -0.937
25 As -1.7853 0.2589 -0.1649  1.218
26 C -2.8254 0.4096 1.4683  -0.949
27 C -2.2521 -1.4900 -0.8559  -0.400
28 C -3.3986 -1.7678 -1.5834  -0.191
29 C -3.6544 -3.0768 -1.9719  -0.161
30 C -2.7843 -4.0984 -1.6266  -0.169
31 C -1.6351 -3.8284 -0.8954  -0.215
32 C -1.3673 -2.5213 -0.5189  -0.280
33 As 0.2069 -1.9904 0.4635  1.218
34 C 1.6335 -3.1860 -0.0752  -0.939
35 C -0.0999 -2.4520 2.3244  -0.942
36 H -3.5987 1.5716 -1.2768  0.255
37 H -2.2182 1.3636 -2.3887  0.263
38 H -2.1478 2.5786 -1.0839  0.256
39 H -3.6598 -0.2879 1.4092  0.261
40 H -3.2127 1.4222 1.5617  0.255
41 H -2.2070 0.1803 2.3330  0.250
42 H -4.0939 -0.9834 -1.8569  0.231
43 H -4.5400 -3.2996 -2.5514  0.246
44 H -2.9962 -5.1124 -1.9374  0.246
45 H -0.9612 -4.6378 -0.6419  0.228
46 H 1.4333 -4.1567 0.3791  0.260
47 H 2.5914 -2.8175 0.2834  0.258
48 H 1.6423 -3.2831 -1.1582  0.256
49 H -0.5379 -3.4497 2.3600  0.256
50 H -0.7836 -1.7412 2.7820  0.249
51 H 0.8455 -2.4493 2.8636  0.258

Force components x, y, z for each atom (eV/Å):
0.3493 0.0295 -0.8786
-0.7890 -0.6504 0.1437
0.3176 -0.1330 0.3226
0.1676 0.2427 0.0372
-0.0129 0.0297 0.0238
-0.0906 -0.0278 -0.0318
0.0080 0.0784 0.0274
0.0261 0.0325 -0.2270
-0.0912 -0.1331 0.1708
-0.1025 0.3044 0.2453
0.1308 -0.0305 -0.0520
-0.0008 -0.0387 0.0400
0.0158 0.0168 -0.0223
-0.0687 0.0407 -0.0165
0.1452 0.0010 -0.0378
0.0090 0.0090 -0.0076
0.0097 0.0013 -0.0029
0.0083 -0.0130 0.0065
-0.0106 -0.0442 0.0499
0.0021 0.0231 -0.0010
0.0058 0.0056 -0.0137
-0.0193 0.0028 -0.0071
-0.0267 -0.0188 -0.0038
-0.0383 -0.2356 0.0940
-0.1870 0.1818 -0.2531
0.0371 0.0774 -0.0557
0.3026 -0.0793 0.1583
-0.0333 0.0654 0.0656
-0.0675 0.0021 -0.0477
-0.0033 -0.0757 -0.0248
0.0483 -0.0132 0.0215
-0.0772 0.3779 -0.0154
0.0324 -0.2135 0.5017
-0.1585 0.0844 0.0021
-0.0522 -0.1058 -0.1842
0.0131 0.0249 -0.0387
0.0346 -0.0030 0.0144
0.0433 -0.0151 0.0665
0.0173 -0.0035 -0.0069
0.0509 0.0371 -0.0167
0.0042 -0.0102 -0.0298
0.0085 0.0040 0.0062
-0.0017 0.0071 0.0008
0.0034 -0.0015 0.0113
0.0090 0.0117 0.0095
-0.0252 0.0130 -0.0176
-0.0257 0.0478 0.0131
0.0236 0.0288 0.0105
0.0235 0.0026 0.0204
0.0100 0.0129 -0.0357
0.0250 0.0492 -0.0344

highest occupied orbital energy: -14.2 eV
HOMO-LUMO gap: 7.28 eV
total charge: +2
calculated total energy: -279712.4257 eV
relative energy (zero: lowest compared OMol25 entry of this formula, charge and spin): 0.922 eV
multiplicity: 1

---

Question: Among the records above, which one has the highest relative energy (zero: lowest compared OMol25 entry of this formula, charge and spin)?
Answer: C20H24As2N2PtSe2